Entry 1:
Below is a structure of composition C20H15Cl2N5OS2Tc in a non-equilibrium geometry, with properties calculated with ωB97M-V/def2-TZVPD.

Each line ends with the Mulliken charge.
Positions of all 46 atoms, in Å:
Tc1 0.10 -0.25 -0.14  0.47
C1 -1.30 1.07 -1.00  -1.54
C2 -1.94 1.42 0.35  0.59
C3 -1.01 2.44 0.96  -0.86
C4 0.09 2.52 0.23  -0.49
C5 -0.07 1.71 -1.03  -0.37
H1 -1.88 0.82 -1.87  0.50
H2 -3.01 1.61 0.37  0.79
H3 -1.19 2.92 1.90  0.50
H4 0.95 3.11 0.47  0.53
H5 0.56 1.84 -1.90  0.63
Cl1 -4.14 0.68 2.86  -0.14
C6 -3.82 -0.68 1.86  0.39
C7 -4.76 -1.75 1.80  -0.52
C8 -4.47 -2.87 1.07  0.43
Cl2 -5.61 -4.16 1.04  -0.18
C9 -3.23 -2.99 0.36  -0.12
C10 -2.83 -4.15 -0.36  -0.60
C11 -1.61 -4.19 -0.98  -1.25
C12 -0.79 -3.05 -0.93  0.06
N1 -1.13 -1.94 -0.28  0.31
C13 -2.35 -1.91 0.39  0.47
C14 -2.64 -0.77 1.16  -0.63
O1 -1.65 0.23 1.21  0.22
H6 -5.69 -1.67 2.35  0.52
H7 -3.49 -5.01 -0.40  0.46
H8 -1.27 -5.06 -1.52  0.46
H9 0.17 -3.02 -1.44  0.47
N2 0.77 0.00 3.21  -0.29
C15 1.79 -0.47 2.47  0.50
N3 1.68 -0.59 1.17  0.26
C16 2.87 -1.09 0.61  -0.51
C17 3.84 -1.33 1.50  -0.19
S1 3.30 -0.94 3.10  -0.14
C18 2.84 -1.24 -0.84  -0.49
C19 3.78 -1.64 -1.70  -0.20
S2 3.20 -1.55 -3.33  -0.13
C20 1.69 -0.97 -2.75  0.44
N4 1.63 -0.86 -1.44  0.47
N5 0.67 -0.65 -3.55  -0.31
H10 -0.09 0.27 2.76  0.00
H11 0.85 0.10 4.20  0.23
H12 4.83 -1.71 1.34  0.49
H13 4.78 -1.97 -1.49  0.49
H14 0.72 -0.75 -4.54  0.22
H15 -0.20 -0.38 -3.14  0.05

Values from the calculation:
Total charge: +2
Gap between HOMO and LUMO (alpha / beta): 0.2493 / 0.2586 Eh
Lowest unoccupied orbital energy (alpha / beta): -0.267 / -0.256 hartree
E_tot: -2917.2121 Eh
Spin multiplicity: 2

***

Entry 2:
Below is a structure of composition C20H23AlO7S2, with properties calculated with ωB97M-V/def2-TZVPD.

Each line ends with the Mulliken charge.
Positions of all 53 atoms, in Å:
Al1 0.01 -0.34 0.57  0.15
O1 0.73 1.09 -3.07  -0.40
C1 0.44 0.94 -1.82  0.57
O2 0.50 -0.15 -1.24  -0.38
C2 0.01 2.17 -1.08  -0.34
O3 -0.08 1.76 0.28  -0.29
C3 -1.19 2.31 1.05  -0.37
C4 -2.08 1.15 1.51  0.52
O4 -3.06 1.36 2.15  -0.55
O5 -1.62 -0.05 1.17  0.06
H1 0.98 0.26 -3.50  0.41
H2 0.73 2.98 -1.21  0.39
H3 -0.96 2.48 -1.48  0.45
H4 -0.78 2.81 1.92  0.13
H5 -1.76 3.02 0.45  0.47
O6 1.24 -0.18 1.82  0.19
S1 2.03 0.43 3.01  -0.06
C5 2.33 -1.02 4.04  -0.78
C6 1.16 -1.85 4.55  -1.24
C7 0.24 -2.51 3.50  0.92
C8 0.98 -3.37 2.49  -0.77
S2 0.15 -3.56 0.90  -0.04
O7 0.04 -2.11 0.36  -0.07
C9 -1.47 -4.09 1.35  0.79
C10 -2.48 -3.22 1.76  -0.12
C11 -3.70 -3.78 2.12  -0.82
C12 -3.88 -5.15 2.08  -0.52
C13 -2.87 -6.00 1.66  -0.57
C14 -1.65 -5.46 1.28  -0.70
C15 0.91 1.43 3.94  0.99
C16 -0.42 1.08 4.17  -0.11
C17 -1.21 1.96 4.89  -0.92
C18 -0.68 3.14 5.39  -0.66
C19 0.65 3.47 5.15  -0.67
C20 1.45 2.62 4.40  -0.67
H6 2.89 -0.60 4.88  0.57
H7 3.05 -1.59 3.45  0.47
H8 0.54 -1.26 5.22  0.45
H9 1.61 -2.63 5.17  0.45
H10 -0.34 -1.75 2.98  -1.05
H11 -0.48 -3.12 4.04  0.69
H12 1.12 -4.40 2.83  0.61
H13 1.96 -2.98 2.22  0.34
H14 -2.34 -2.15 1.76  0.45
H15 -4.50 -3.13 2.42  0.48
H16 -4.84 -5.57 2.37  0.41
H17 -3.03 -7.06 1.62  0.43
H18 -0.86 -6.11 0.91  0.46
H19 -0.84 0.17 3.78  0.38
H20 -2.25 1.72 5.05  0.47
H21 -1.30 3.81 5.95  0.45
H22 1.06 4.40 5.53  0.46
H23 2.48 2.89 4.19  0.50

Values from the calculation:
Total charge: +2
Gap between HOMO and LUMO: 0.3355 Eh
Lowest unoccupied orbital energy: -0.211 hartree
E_tot: -2341.0715 Eh
ΔE to the lowest compared entry with this formula, charge and spin: 0.0687 eV

***

Entry 3:
Below is a cluster of 2 separate species, C9H20S in total in a non-equilibrium geometry, with properties calculated with ωB97M-V/def2-TZVPD.

Each line ends with the Mulliken charge.
Positions of all 30 atoms, in Å:
C1 -2.61 1.22 -1.17  -1.40
C2 0.77 1.07 -0.71  -1.56
C3 3.09 1.48 0.66  -1.65
C4 1.35 -1.47 -1.21  -1.69
C5 1.18 -0.68 1.22  -1.58
C6 -2.77 -1.56 -0.33  -1.02
C7 -2.21 0.34 1.26  -1.05
C8 2.30 0.85 -0.48  -0.20
C9 1.32 -0.28 -0.23  2.11
S1 -1.81 -0.05 -0.48  0.62
H1 -3.64 1.11 -1.06  0.39
H2 -2.28 1.30 -2.12  0.43
H3 0.44 1.26 -1.69  0.40
H4 3.54 0.70 1.09  0.42
H5 2.42 2.04 1.31  0.30
H6 3.90 2.10 0.41  0.45
H7 2.28 -2.04 -1.01  0.35
H8 1.14 -1.33 -2.24  0.39
H9 0.60 -2.09 -0.89  0.48
H10 2.09 -1.17 1.61  0.40
H11 0.30 -1.31 1.31  0.36
H12 1.00 0.16 1.95  0.27
H13 -2.03 -2.16 0.28  0.27
H14 -3.71 -1.28 0.19  0.38
H15 -2.99 -2.10 -1.27  0.30
H16 -3.25 0.64 1.37  0.48
H17 -2.07 -0.62 1.96  0.32
H18 -1.55 1.14 1.65  0.25
H19 2.90 0.98 -1.37  0.47
H20 0.31 1.76 -0.01  0.32

Values from the calculation:
Gap between HOMO and LUMO: 0.2973 Eh
Lowest unoccupied orbital energy: 0.026 hartree
E_tot: -752.9145 Eh
ΔE to the lowest compared entry with this formula, charge and spin: 5.2466 eV

***

Entry 4:
Below is a cluster of 2 separate species, C7H5ClN2O4S in total in a non-equilibrium geometry, with properties calculated with ωB97M-V/def2-TZVPD.

Each line ends with the Mulliken charge.
Positions of all 20 atoms, in Å:
C1 1.36 -1.40 -0.51  -0.30
C2 1.98 -1.12 0.64  -0.44
C3 0.79 -0.40 -1.27  -0.55
C4 2.02 0.18 1.07  0.00
C5 0.88 0.89 -0.88  -0.24
C6 1.51 1.33 0.37  0.47
C7 -1.89 0.58 1.29  0.67
N1 -1.89 -0.44 0.65  -0.30
N2 1.52 2.48 0.97  -0.91
O1 -3.99 -1.58 0.07  -0.71
O2 -1.96 1.47 2.05  -0.53
O3 -2.02 -1.96 -1.29  -0.61
O4 -3.26 0.21 -1.37  -0.67
S1 -2.86 -0.98 -0.65  1.14
Cl1 0.87 3.70 -0.07  -0.31
H1 1.43 -2.40 -0.86  0.31
H2 2.32 -1.85 1.33  0.36
H3 0.13 -0.57 -2.12  0.30
H4 2.67 0.26 2.09  -0.01
H5 0.40 1.60 -1.51  0.32

Values from the calculation:
Total charge: -2
Gap between HOMO and LUMO: 0.2043 Eh
Lowest unoccupied orbital energy: 0.211 hartree
E_tot: -1538.5864 Eh
ΔE to the lowest compared entry with this formula, charge and spin: 0.0000 eV

***

Entry 5:
Below is a structure of composition C19H25N3SSiZn in a non-equilibrium geometry, with properties calculated with ωB97M-V/def2-TZVPD.

Each line ends with the Mulliken charge.
Positions of all 50 atoms, in Å:
C1 -1.34 0.14 1.66  -0.97
C2 -1.91 -0.64 0.63  0.02
C3 -1.01 -1.70 0.31  -0.70
H1 -2.87 -0.46 0.15  0.56
C4 0.09 -1.61 1.21  -0.85
C5 -0.10 -0.47 2.03  -0.84
H2 0.55 -0.15 2.84  0.46
H3 -1.77 1.03 2.11  0.40
H4 -1.21 -2.51 -0.39  0.74
H5 0.92 -2.31 1.25  0.59
Zn1 0.56 -0.90 -1.71  0.09
C6 -0.59 0.01 -3.98  -1.22
H6 -0.03 -0.88 -3.65  0.29
H7 0.14 0.73 -4.36  0.41
H8 -1.24 -0.34 -4.80  0.39
Si1 -1.72 0.90 -2.65  0.43
C7 -2.79 2.48 -2.84  0.49
C8 -3.46 2.79 -1.63  -0.16
H9 -3.85 1.99 -0.99  0.33
C9 -3.65 4.12 -1.26  -0.84
H10 -4.10 4.35 -0.29  0.38
C10 -3.32 5.14 -2.16  -0.47
H11 -3.45 6.18 -1.87  0.36
C11 -2.84 4.81 -3.43  -0.44
H12 -2.66 5.59 -4.16  0.37
C12 -2.63 3.47 -3.80  -0.93
H13 -2.36 3.18 -4.81  0.37
C13 -3.21 -0.30 -2.60  0.46
C14 -4.56 0.07 -2.50  -0.49
H14 -4.86 1.10 -2.68  0.46
C15 -5.55 -0.87 -2.17  -0.63
H15 -6.58 -0.54 -2.08  0.41
C16 -5.21 -2.21 -1.98  -0.56
H16 -5.97 -2.95 -1.71  0.37
C17 -3.90 -2.62 -2.25  -0.53
H17 -3.62 -3.68 -2.21  0.37
C18 -2.93 -1.68 -2.63  -0.15
H18 -1.93 -2.01 -2.95  0.20
H19 -0.99 -0.10 -1.56  0.63
H20 -1.12 1.75 -1.56  -0.29
N1 1.48 0.77 -0.66  -0.41
N2 2.78 0.36 -0.22  -0.40
C19 3.13 -0.95 -0.35  0.75
N3 4.15 -1.35 0.43  -0.42
S1 2.42 -2.05 -1.45  -0.35
H21 1.58 1.54 -1.32  0.34
H22 0.94 1.11 0.14  0.27
H23 3.09 0.81 0.64  0.31
H24 4.46 -2.32 0.38  0.22
H25 4.69 -0.73 1.01  0.19

Values from the calculation:
Gap between HOMO and LUMO: 0.2002 Eh
Lowest unoccupied orbital energy: -0.021 hartree
E_tot: -3370.0700 Eh
ΔE to the lowest compared entry with this formula, charge and spin: 0.0000 eV

***

Entry 6:
Below is the molecule C7H8N2O in a non-equilibrium geometry, with properties calculated with ωB97M-V/def2-TZVPD.

Each line ends with the Mulliken charge.
Positions of all 18 atoms, in Å:
C1 0.97 -0.58 0.63  -1.02
C2 0.27 0.37 -0.09  0.92
C3 0.86 -0.49 2.11  1.11
C4 -0.31 0.37 -1.38  -0.65
C5 -1.33 1.33 -1.25  0.60
C6 1.79 -1.24 2.98  -1.24
C7 -2.23 1.87 -2.27  -1.25
N1 -0.04 0.24 2.62  -0.57
N2 -0.24 1.36 0.62  -0.39
O1 -1.28 1.87 -0.06  -0.18
H1 1.73 -1.16 0.13  0.33
H2 -0.04 -0.28 -2.18  0.35
H3 2.68 -0.76 2.79  0.33
H4 1.44 -1.11 4.02  0.32
H5 2.05 -2.23 2.80  0.38
H6 -1.94 1.84 -3.27  0.34
H7 -2.63 2.96 -2.04  0.30
H8 -3.24 1.51 -2.24  0.31

Values from the calculation:
Gap between HOMO and LUMO (alpha / beta): 0.2702 / 0.3109 Eh
Lowest unoccupied orbital energy (alpha / beta): -0.035 / 0.013 hartree
E_tot: -456.0852 Eh
ΔE to the lowest compared entry with this formula, charge and spin: 5.6883 eV